The following is a DFT calculation (ωB97M-V with the def2-TZVPD basis set) of a cluster of 10 separate species, C36H98N6O10 in total.

Values from the calculation:
E_HOMO in Ha: -0.3172
LUMO level in eV: 0.330
SMILES string: COC[C@H](C)N.COC[C@H](C)N.COC[C@H](C)N.COC[C@H](C)N.COC[C@H](C)N.COC[C@H](C)N.CC(C)O.CC(C)O.CC(C)O.CC(C)O
Frontier orbital gap in eV: 9.0
Maximum force in eV Å⁻¹: 2.7
Energy above the lowest of the compared OMol25 structures with the same formula, charge and spin in kcal per mole: 50.2
Molecular weight in g mol⁻¹: 775.21

Geometry as XYZ:
```
150
Properties=species:S:1:pos:R:3:forces:R:3:lowdin_charge:R:1
C 2.318 2.096 2.942 0.5 -0.1 -0.4 -0.1026
O 3.050 0.909 2.745 -0.5 -0.4 0.1 -0.1664
C 2.653 -0.071 3.666 -1.0 -0.4 0.9 -0.2589
C 3.420 -1.356 3.409 -1.4 0.6 1.2 -0.4516
C 2.795 -2.533 4.154 -0.3 0.0 -1.4 -0.0477
N 4.732 -1.166 3.893 2.6 0.3 -0.5 0.0368
H 1.244 1.992 2.773 -0.1 -0.3 0.0 0.0640
H 2.705 2.765 2.173 0.0 0.4 0.4 0.0973
H 2.470 2.410 3.976 0.0 0.6 -0.1 0.0903
H 2.802 0.231 4.709 0.7 0.4 0.2 0.1240
H 1.570 -0.219 3.728 -0.3 0.0 -1.0 0.0802
H 3.365 -1.444 2.321 0.4 -0.6 -0.1 0.1392
H 1.827 -2.733 3.692 -0.2 0.0 0.3 0.0692
H 2.686 -2.327 5.219 0.1 -0.1 0.0 0.0808
H 3.386 -3.428 3.959 0.2 0.0 0.4 0.0738
H 5.050 -0.222 3.714 0.2 0.0 -0.2 0.0754
H 4.942 -1.344 4.864 -0.7 -0.3 0.1 0.0781
C -2.511 3.429 2.346 0.1 0.5 -0.6 -0.0879
O -2.911 4.740 2.764 -0.2 -1.0 -0.5 -0.1948
C -2.009 5.369 3.653 -0.5 0.4 -0.2 -0.1991
C -2.748 6.632 4.161 0.6 0.9 0.9 -0.4332
C -1.900 7.449 5.165 1.5 -0.1 -0.3 -0.0738
N -3.974 6.328 4.831 -0.7 -0.7 0.8 0.0255
H -1.601 3.531 1.750 0.5 -0.3 0.4 0.0850
H -3.196 2.963 1.637 -0.6 0.7 0.1 0.0704
H -2.433 2.699 3.154 0.4 0.3 0.4 0.0796
H -1.772 4.660 4.452 -0.1 0.2 0.5 0.1199
H -1.053 5.611 3.181 0.0 0.1 -0.3 0.1222
H -3.100 7.299 3.372 0.9 -0.2 -0.6 0.1367
H -1.005 7.855 4.688 -0.1 0.2 -0.3 0.0697
H -1.429 6.869 5.963 -0.4 -0.7 0.0 0.0708
H -2.348 8.271 5.721 -0.7 0.0 -0.6 0.0755
H -4.427 5.559 4.352 -0.2 -0.1 0.0 0.0692
H -3.711 6.015 5.758 -0.5 -0.3 0.2 0.0690
C -3.262 3.703 -1.880 1.0 -0.3 1.7 -0.0734
O -4.004 2.886 -0.964 -1.4 0.6 -1.5 -0.2200
C -3.752 1.498 -1.048 1.6 -0.4 1.2 -0.2088
C -4.851 0.746 -0.297 -0.9 0.5 -0.1 -0.4409
C -4.638 -0.731 -0.132 1.0 -0.1 0.3 -0.0576
N -6.098 1.098 -1.008 0.5 0.4 0.2 0.0441
H -3.315 3.481 -2.946 -0.4 -0.3 0.1 0.0876
H -2.241 3.572 -1.509 0.5 0.1 -0.7 0.0774
H -3.473 4.751 -1.673 -0.5 -0.1 -0.1 0.0882
H -3.514 1.075 -2.027 -0.7 0.4 -0.5 0.1314
H -2.802 1.403 -0.510 0.2 -0.7 0.2 0.1081
H -4.870 1.179 0.708 0.1 0.1 0.2 0.1289
H -4.694 -1.285 -1.069 0.0 0.0 0.0 0.0793
H -5.273 -1.186 0.628 -0.5 0.2 -0.3 0.0763
H -3.641 -0.817 0.308 0.3 -0.4 -0.3 0.0616
H -6.898 1.108 -0.387 0.0 -0.4 0.2 0.0688
H -5.891 2.085 -1.124 -0.7 0.3 -0.6 0.0524
C -0.423 3.936 -7.614 -0.8 0.7 1.7 -0.0953
O 0.542 3.375 -6.756 1.5 -0.2 -1.1 -0.1885
C 0.259 3.429 -5.405 -0.3 0.2 1.5 -0.2353
C 1.443 2.918 -4.539 -0.6 -0.2 -0.7 -0.3999
C 1.759 1.498 -4.970 0.4 0.0 0.5 -0.0545
N 1.142 2.933 -3.093 -0.8 0.4 -0.9 0.0300
H -0.165 3.878 -8.668 0.1 -0.6 0.2 0.0925
H -0.583 4.992 -7.375 0.4 0.3 -0.1 0.0820
H -1.379 3.514 -7.293 -0.3 -0.4 -0.9 0.0847
H -0.002 4.445 -5.091 0.0 0.3 0.0 0.1213
H -0.611 2.805 -5.175 -0.2 -0.2 0.1 0.1186
H 2.293 3.584 -4.703 0.2 -0.1 -0.5 0.1368
H 2.383 1.078 -4.180 0.5 -0.2 -0.5 0.0536
H 2.221 1.490 -5.956 0.2 -0.1 0.2 0.0890
H 0.900 0.825 -4.996 -0.4 0.3 0.0 0.0780
H 1.937 2.555 -2.595 0.2 0.2 0.1 0.0660
H 1.012 3.903 -2.839 0.1 0.0 0.4 0.0750
C 1.633 -2.179 -4.725 -0.4 -0.5 -0.6 -0.1171
O 2.459 -1.548 -3.763 0.2 -1.0 -0.2 -0.2407
C 3.839 -1.906 -3.994 0.5 1.7 0.3 -0.1572
C 4.776 -0.993 -3.122 -2.6 -0.2 -0.4 -0.4688
C 6.199 -1.180 -3.516 -0.1 0.2 0.2 -0.0654
N 4.530 -1.223 -1.728 0.8 -0.6 1.1 0.0675
H 1.903 -3.223 -4.897 0.4 -0.1 0.1 0.0888
H 1.629 -1.679 -5.697 0.5 0.2 -0.1 0.0806
H 0.566 -2.244 -4.501 0.1 0.5 1.0 0.0713
H 4.106 -2.924 -3.703 -0.5 -0.3 -0.2 0.1209
H 4.017 -1.707 -5.053 0.3 -0.3 -0.2 0.1212
H 4.492 0.042 -3.325 -0.1 0.1 -0.2 0.1280
H 6.500 -2.213 -3.338 0.2 0.0 -0.3 0.0847
H 6.802 -0.523 -2.890 0.2 0.0 -0.2 0.0850
H 6.223 -0.876 -4.562 0.7 -0.3 -0.1 0.0831
H 3.566 -1.286 -1.435 -0.3 0.6 -0.5 0.0266
H 4.886 -2.138 -1.475 0.3 -0.1 0.1 0.0529
C -0.957 -0.143 2.298 -1.1 -1.2 -0.8 -0.1116
O -1.013 -0.440 0.902 1.4 1.8 0.5 -0.2181
C 0.033 0.337 0.249 -0.9 -1.5 -0.6 -0.1723
C 0.336 -0.484 -1.000 1.2 -0.2 0.3 -0.4050
C 1.058 -1.818 -0.651 -1.4 0.0 0.8 -0.0266
N 1.325 0.225 -1.747 0.4 1.3 -1.2 0.0480
H -0.835 0.917 2.522 0.2 0.0 0.0 0.0638
H -0.177 -0.790 2.700 0.0 0.4 0.6 0.0723
H -1.947 -0.459 2.632 0.1 0.0 0.6 0.0895
H -0.351 1.346 0.081 -0.1 0.1 -0.5 0.1158
H 0.972 0.481 0.789 -0.1 -0.5 0.6 0.1161
H -0.597 -0.595 -1.561 -0.2 -0.5 0.1 0.1299
H 1.156 -2.504 -1.492 0.0 0.2 -0.2 0.0753
H 0.498 -2.336 0.129 -0.1 -0.2 -0.1 0.0459
H 2.043 -1.624 -0.229 0.0 0.3 -0.1 0.0676
H 0.938 1.081 -2.126 -0.2 0.0 0.1 0.0275
H 1.607 -0.299 -2.570 0.1 -0.2 0.2 0.0357
C -2.472 -1.538 -4.657 0.1 -0.9 1.6 -0.0730
C -2.671 -0.492 -5.697 -0.5 -0.5 -1.7 -0.4661
C -1.732 -0.619 -6.898 1.4 -0.1 0.7 -0.0429
O -3.981 -0.646 -6.289 -0.3 0.7 0.7 -0.0694
H -2.136 -2.522 -4.990 0.1 0.1 -0.5 0.0833
H -3.404 -1.736 -4.124 -0.2 0.2 -0.1 0.0814
H -1.777 -1.250 -3.866 0.2 0.2 -0.1 0.0642
H -2.614 0.492 -5.233 -0.3 0.1 -0.2 0.1310
H -1.441 0.345 -7.313 -0.4 -0.1 -0.3 0.0726
H -2.156 -1.299 -7.636 -0.2 0.3 -0.1 0.0824
H -0.789 -1.094 -6.617 0.2 0.1 0.2 0.0573
H -4.039 -1.559 -6.584 0.0 -0.1 0.0 0.0792
C -2.218 -4.920 3.472 -1.0 0.8 1.2 -0.0726
C -2.319 -4.840 1.978 1.8 -0.4 0.8 -0.5034
C -1.150 -4.073 1.390 -0.3 0.9 -0.9 -0.0576
O -2.200 -6.156 1.486 -0.2 -0.7 -0.9 -0.0472
H -1.370 -5.395 3.964 0.3 -0.2 -0.8 0.0852
H -3.118 -5.435 3.814 0.0 0.0 0.3 0.0768
H -2.241 -3.905 3.875 -0.2 0.1 0.2 0.0735
H -3.287 -4.407 1.719 0.1 0.2 -0.2 0.1399
H -1.031 -3.056 1.766 -0.5 0.1 0.2 0.0564
H -1.364 -3.962 0.325 0.3 0.0 -0.1 0.0841
H -0.152 -4.497 1.499 -0.3 -0.7 0.2 0.0805
H -3.055 -6.594 1.505 0.0 0.0 0.1 0.0898
C 2.753 -5.480 -1.628 0.3 -1.4 -1.4 -0.0472
C 3.150 -5.088 -0.253 -0.1 0.7 1.1 -0.5191
C 3.674 -6.184 0.662 -1.6 -1.3 -0.5 -0.0460
O 4.224 -4.199 -0.384 1.5 1.1 -0.4 -0.0675
H 3.457 -6.226 -2.009 0.4 0.0 0.1 0.0847
H 2.847 -4.671 -2.352 -0.4 0.3 0.3 0.0670
H 1.814 -6.018 -1.762 -0.3 0.5 0.4 0.0867
H 2.392 -4.458 0.223 -0.7 -0.6 0.2 0.1216
H 4.566 -6.626 0.217 0.2 0.3 0.2 0.0908
H 2.949 -7.001 0.691 -0.1 -0.1 0.1 0.0823
H 3.782 -5.892 1.707 0.4 0.3 -0.1 0.0787
H 4.646 -4.220 0.478 0.4 0.4 -0.1 0.0857
C -1.738 0.927 7.851 0.8 -0.3 0.1 -0.0477
C -0.467 0.115 7.488 -1.3 -0.1 -0.8 -0.5022
C -0.264 -0.034 5.972 0.1 -0.2 0.4 -0.0543
O 0.690 0.665 8.050 0.4 0.7 0.3 -0.0423
H -2.638 0.665 7.296 0.1 -0.4 0.0 0.0741
H -1.577 1.986 7.641 0.1 0.1 0.2 0.0731
H -1.871 0.745 8.918 -0.4 0.5 0.0 0.0760
H -0.534 -0.846 7.999 -0.2 -0.2 -0.4 0.1361
H -1.078 -0.531 5.444 0.0 -0.3 0.2 0.0764
H 0.673 -0.580 5.862 -0.1 -0.1 -0.4 0.0627
H -0.161 0.936 5.481 0.1 0.2 0.2 0.0774
H 0.813 1.513 7.612 0.3 0.2 0.1 0.0882
```
Forces are in eV/Å.